DFT (ωB97M-V with the def2-TZVPD basis set) results for 8 unconnected molecules or ions with the total composition C30H60Cl2O14S7 at a distorted geometry.

As for the largest force on an atom: 2.98 eV/A. As for the energy above the lowest of the compared OMol25 structures with the same formula, charge and spin: 64.5 kJ/mol. For the gap between HOMO and LUMO, the calculation gives 9.90 eV. As for the SMILES: O=S1(=O)CCCC1.O=S1(=O)CCCC1.O=S1(=O)CCCC1.O=S1(=O)CCCC1.O=S1(=O)CCCC1.O=S1(=O)CCCC1.O=S1(=O)CCCC1.ClCCCl.

Structure (XYZ):
```
113
Properties=species:S:1:pos:R:3:forces:R:3
C 10.5984 16.3095 13.7845 0.4101 -0.7453 1.4237
C 10.4750 16.5734 15.2885 -0.2017 1.2938 0.2937
C 8.9582 16.9188 15.6212 1.9499 0.2124 -0.0398
S 8.1411 15.7238 14.6262 -0.8738 0.4528 -1.2596
O 7.1031 16.3748 13.8342 0.5146 -0.7222 0.7003
O 7.8618 14.6043 15.4914 -0.2837 -0.3759 -0.0872
C 9.5007 15.2862 13.4882 -0.4292 1.3165 -1.5453
H 11.6251 15.9294 13.6984 -0.3603 -0.0078 -0.6176
H 10.4817 17.2057 13.2184 -0.1245 0.6060 -0.5619
H 11.1669 17.3538 15.6283 -0.3407 0.1046 -0.1562
H 10.8834 15.6873 15.7539 -0.6082 -0.3944 0.6186
H 8.6751 17.9594 15.3498 0.2421 -0.8198 -0.0045
H 8.7031 16.7092 16.6591 -0.0483 0.0536 -0.0901
H 9.1264 15.4498 12.4327 0.1273 -0.5318 1.2838
H 9.7918 14.2672 13.6542 0.0846 -0.4634 0.1983
C 13.5148 19.9114 14.0751 1.6404 -0.8695 0.4362
C 14.9796 19.6347 14.6033 -0.0773 0.9454 0.4661
C 14.8169 19.5202 16.0955 -0.1171 1.0177 0.5240
S 13.7301 20.9531 16.5605 0.9092 -2.4062 -1.4979
O 14.6288 22.0476 16.5370 0.7697 1.7683 0.3451
O 12.8949 20.6799 17.6847 -0.6013 0.0323 0.2810
C 12.8665 20.9847 14.9714 -0.5629 -0.3696 -1.5431
H 12.9505 18.9771 14.1195 0.1407 -0.0912 0.3022
H 13.5536 20.1444 13.0281 -0.1928 0.6202 -0.4611
H 15.8086 20.3816 14.4121 -1.4793 -0.2804 -0.2415
H 15.4292 18.6971 14.3679 -0.1116 -0.8641 -1.0509
H 15.7851 19.7173 16.5320 0.0354 0.0539 0.6969
H 14.4619 18.5421 16.3817 -0.5161 -0.1056 0.2545
H 12.9812 21.9234 14.4049 -0.0173 0.0477 1.0332
H 11.8051 20.7298 15.0458 0.1559 0.3523 0.4552
C 12.4988 12.1615 7.9410 0.4634 -0.8803 0.1445
C 13.3289 11.1546 7.1111 0.1283 0.8410 -0.0500
C 14.5254 10.6925 7.9843 -1.2080 1.1000 1.4024
S 13.7295 10.4749 9.6884 0.3079 0.4577 -1.0069
O 14.4539 11.1528 10.7417 0.1823 -0.1749 -0.3133
O 13.3381 9.0963 9.8702 0.1394 0.2371 -0.1342
C 12.2878 11.4572 9.2844 -0.5160 1.1196 0.9342
H 11.5388 12.3965 7.4776 0.1432 -0.0555 -0.0554
H 13.0610 13.0953 8.0570 -0.1292 -0.1618 0.1664
H 13.6271 11.6717 6.1907 0.2708 -0.4513 0.1087
H 12.6360 10.3591 6.8479 0.3537 -0.4436 -0.0601
H 15.3143 11.4540 8.1271 -0.4251 -0.3443 -0.2558
H 14.9307 9.7358 7.7887 0.4702 -0.8868 -0.5328
H 12.2532 12.2579 10.0594 -0.3865 -0.9946 -0.1567
H 11.4479 10.7375 9.3298 0.2424 0.6803 -0.1148
C 8.3751 12.4296 18.4173 -0.6223 -0.6161 -1.0602
C 8.7129 13.8611 18.8012 1.0887 -0.4451 1.6698
C 10.0394 13.7544 19.5566 2.0523 0.0011 -1.0332
S 11.0089 12.7647 18.2866 0.2326 2.4619 0.1534
O 12.2594 12.1627 18.7443 -1.1448 0.2543 -0.1122
O 11.1189 13.6655 17.1254 -0.2111 -1.1968 0.7654
C 9.6595 11.6124 18.1804 0.7837 0.3695 -0.8435
H 7.8413 12.5261 17.4530 0.0245 -0.5291 0.5344
H 7.7510 11.8927 19.1411 0.0527 0.3530 -0.1128
H 7.9797 14.3064 19.4554 -0.4350 0.1539 -0.0507
H 8.8834 14.4625 17.9240 -0.1670 0.2568 -0.2574
H 10.1142 13.1595 20.4864 -0.4690 0.4752 -0.3298
H 10.6225 14.6924 19.6029 -0.4155 -0.3602 0.3558
H 10.0468 10.9156 18.9163 -0.8600 -0.4758 0.2803
H 9.6952 11.1839 17.1888 -0.0041 -0.4081 -0.1494
C 13.7182 12.7984 14.8826 0.0688 0.3943 0.4848
C 14.7289 12.7011 16.0133 0.3256 -0.4867 0.7631
C 14.7439 14.0764 16.6716 -2.3542 -0.4188 0.9108
S 14.7269 15.2225 15.3234 -0.3060 -0.7483 -1.4062
O 16.0719 15.7064 15.0772 -0.4948 0.1972 0.2695
O 13.5883 16.1309 15.3573 0.7166 0.0326 0.4349
C 14.2841 13.9571 14.0500 -0.6147 0.8051 0.9524
H 12.7755 13.0881 15.3704 0.0603 0.2177 -0.3672
H 13.4880 11.8637 14.3775 0.4897 0.0308 -0.3536
H 15.7207 12.4487 15.6504 0.2075 -0.1391 -0.2092
H 14.4651 11.9929 16.8047 -0.0619 -0.0493 -0.3273
H 15.5717 14.2762 17.3012 0.8447 0.2320 0.5693
H 13.7668 14.1133 17.2701 1.3387 0.4906 -0.8415
H 15.1799 13.7838 13.4585 -0.2320 -0.2789 -0.0897
H 13.5057 14.5275 13.5687 -0.0582 -0.1551 -0.9116
C 18.0766 11.0758 19.3422 1.1174 -0.4956 1.5723
C 19.3039 10.1384 19.5061 0.0402 1.5106 -0.0759
C 20.3503 10.6812 18.5594 -1.4518 1.4481 -0.9917
S 19.3890 11.1669 17.0326 1.5150 1.2430 0.5118
O 19.5043 10.0761 16.1180 -0.6030 -0.8814 -0.7373
O 19.7505 12.4954 16.5137 -0.5497 -1.3179 1.0563
C 17.8029 11.2097 17.8892 -0.5567 2.1301 -1.3916
H 18.3236 12.0197 19.8607 -0.3266 -0.2030 -0.4656
H 17.2448 10.6116 19.8333 -0.6690 0.0258 0.3428
H 19.0633 9.1687 19.1616 -0.4249 -1.2357 -0.3268
H 19.6777 10.0314 20.5247 -0.1475 0.2750 0.0228
H 21.0148 9.9156 18.2860 1.3025 -0.4981 -0.5916
H 20.7633 11.6655 18.7543 0.5525 -0.2039 0.8302
H 17.2632 10.3735 17.4756 -0.4372 -0.2100 -0.0481
H 17.3146 12.2114 17.6272 0.5489 -1.5433 0.1835
C 18.1283 13.0294 13.2271 -0.1634 1.3381 -0.1704
C 19.1768 14.1933 13.0417 -0.2507 -2.1541 -0.3082
C 19.6689 14.0558 11.6202 -0.1131 -1.3417 -0.4393
S 19.8717 12.1877 11.4055 1.6057 1.1282 0.0397
O 21.2164 11.7490 11.7957 -1.5304 0.4951 -0.2969
O 19.3774 11.8764 10.0835 0.0401 -0.2252 0.1051
C 18.6618 11.7433 12.6269 -0.1150 -0.2609 0.4820
H 17.1869 13.3266 12.7359 0.2968 -0.1237 0.1137
H 17.9296 12.8616 14.2777 -0.1074 0.1636 0.2546
H 20.0111 13.9380 13.6539 0.7194 -0.0375 0.8391
H 18.8143 15.1385 13.3651 -0.4787 0.8180 -0.0662
H 20.6599 14.4946 11.4117 -0.7148 -0.0303 -0.1820
H 18.8594 14.2083 10.8807 0.7165 0.5233 0.1525
H 19.0889 11.1226 13.4183 0.2599 -0.0416 -0.3533
H 17.8947 11.2036 12.0920 -0.1580 -0.2876 -0.0829
Cl 11.8918 8.6272 21.7166 0.6214 0.8206 -0.6115
C 12.6622 9.7324 20.4642 -0.6350 -0.0675 -0.8460
C 13.8190 8.9956 19.7919 -0.4155 -0.9081 -0.0974
Cl 14.4082 9.9164 18.3173 -0.2796 -0.7498 0.9641
H 12.9156 10.7179 20.8587 0.0851 -0.4118 0.4028
H 11.8865 9.9279 19.6910 0.5318 -0.3354 0.6628
H 13.4081 7.9988 19.4878 0.5735 0.9354 -0.1830
H 14.6807 8.7871 20.4412 -0.3051 0.4173 -0.1912
```
Positions in Å, forces in eV/Å.